This record from the OMol25 dataset describes the molecule C11H12N2O3 at a distorted geometry. The level of theory is ωB97M-V with the def2-TZVPD basis set.

Values from the calculation:
gap between HOMO and LUMO: 7.5 eV
energy above the lowest of the compared OMol25 structures with the same formula, charge and spin: 194.88 kcal per mole
spin multiplicity: 1

Bonds (Å) are listed after each position.
Atoms and positions in Å:
1 O 2.47529 -0.86519 -0.75209  C14 1.324, H28 1.005
2 O -2.11559 -2.87204 -1.72637  N4 1.219
3 O -3.27964 -3.31596 -0.01694  N4 1.210
4 N -2.41118 -2.67313 -0.56103  O2 1.219, O3 1.210, C11 1.393
5 N -0.18357 1.46404 1.37439  C6 1.537, C9 1.469, C12 1.427
6 C 0.05272 0.04530 1.91658  N5 1.537, C10 1.493, C16 1.491, H22 1.120
7 C -0.34469 -1.50244 -0.04814  C11 1.388, C16 1.441, H17 1.088
8 C 0.28739 1.27256 -1.43956  C12 1.569, C13 1.564, H23 1.081, H24 1.077
9 C 1.07724 2.14339 1.04952  N5 1.469, C12 1.284, H19 1.089
10 C -1.31328 -0.46553 2.23703  C6 1.493, C15 1.320, H18 1.168
11 C -1.68168 -1.77077 0.20934  N4 1.393, C7 1.388, C15 1.482
12 C 0.42872 1.58644 0.09090  N5 1.427, C8 1.569, C9 1.284
13 C 0.93161 2.40823 -2.30095  C8 1.564, H21 1.061, H26 1.049, H27 1.128
14 C 1.87373 -0.56926 0.39018  O1 1.324, C16 1.367, H25 1.132
15 C -2.10779 -1.24621 1.52847  C10 1.320, C11 1.482, H20 1.113
16 C 0.57488 -0.75707 0.77395  C6 1.491, C7 1.441, C14 1.367
17 H 0.11754 -2.05486 -0.86343  C7 1.088
18 H -1.78774 -0.18160 3.26599  C10 1.168
19 H 1.85804 2.69503 1.57073  C9 1.089
20 H -3.05760 -1.63508 1.95959  C15 1.113
21 H 1.89079 2.07009 -2.60256  C13 1.061
22 H 0.70607 0.05065 2.82611  C6 1.120
23 H 0.73745 0.32277 -1.69175  C8 1.081
24 H -0.76863 1.26941 -1.65280  C8 1.077
25 H 2.62884 0.01603 0.99719  C14 1.132
26 H 1.05256 3.38583 -1.94100  C13 1.049
27 H 0.49575 2.64216 -3.31473  C13 1.128
28 H 1.86275 -1.46277 -1.27861  O1 1.005

And the natural (NBO) charges, in e, turn out to be:
1. O -0.6418
2. O -0.4025
3. O -0.3793
4. N 0.5097
5. N -0.4262
6. C -0.1440
7. C -0.1091
8. C -0.4411
9. C -0.1203
10. C -0.1473
11. C -0.0037
12. C 0.2124
13. C -0.6153
14. C 0.2671
15. C -0.2358
16. C -0.2360
17. H 0.2007
18. H 0.2199
19. H 0.2394
20. H 0.2457
21. H 0.2080
22. H 0.2202
23. H 0.2187
24. H 0.2340
25. H 0.2013
26. H 0.2218
27. H 0.2188
28. H 0.4849

=====

This record from the OMol25 dataset describes the molecule C8H10N3PS at a distorted geometry. The level of theory is ωB97M-V with the def2-TZVPD basis set.

Values from the calculation:
gap between HOMO and LUMO: 8.9 eV
energy above the lowest of the compared OMol25 structures with the same formula, charge and spin: 19.42 kcal per mole
spin multiplicity: 1

Bonds (Å) are listed after each position.
Atoms and positions in Å:
1 S 0.70005 2.38863 -2.01934  P2 1.930
2 P 0.29656 2.03568 -0.16505  S1 1.930, N4 1.658, N5 1.721, C6 2.107
3 N 0.58258 -1.96591 1.61125  C8 1.290, C10 1.412
4 N 1.10537 2.88050 1.01065  P2 1.658, H17 1.073, H19 1.027
5 N -1.33981 2.33828 0.27237  P2 1.721, H20 1.008, H21 1.053
6 C 0.57263 0.00208 0.31336  P2 2.107, C8 1.538, C13 1.458, H15 1.186
7 C -2.65419 -1.50855 -1.07335  C11 1.481, C12 1.375, H14 1.114
8 C 1.21702 -0.86099 1.41140  N3 1.290, C6 1.538, H22 1.012
9 C -1.48552 -3.03545 0.55105  C10 1.420, C11 1.409, H16 1.105
10 C -0.49184 -2.03185 0.69674  N3 1.412, C9 1.420, C13 1.413
11 C -2.55040 -2.78937 -0.33771  C7 1.481, C9 1.409, H18 1.064
12 C -1.67762 -0.55431 -0.91424  C7 1.375, C13 1.436, H23 1.099
13 C -0.59161 -0.81255 -0.01106  C6 1.458, C10 1.413, C12 1.436
14 H -3.45665 -1.45247 -1.84468  C7 1.114
15 H 1.35845 -0.05042 -0.57402  C6 1.186
16 H -1.46363 -4.09377 0.86980  C9 1.105
17 H 0.68990 3.82050 1.31868  N4 1.073
18 H -3.08868 -3.68820 -0.52319  C11 1.064
19 H 1.92987 3.15963 0.46637  N4 1.027
20 H -1.99154 1.72464 -0.18998  N5 1.008
21 H -1.47484 2.49483 1.30440  N5 1.053
22 H 2.10192 -0.62231 1.84113  C8 1.012
23 H -1.71995 0.41251 -1.43555  C12 1.099

And the natural (NBO) charges, in e, turn out to be:
1. S -0.5424
2. P 1.5906
3. N -0.3942
4. N -1.1942
5. N -1.1819
6. C -0.6069
7. C -0.2153
8. C 0.1273
9. C -0.2097
10. C 0.0858
11. C -0.2094
12. C -0.2385
13. C 0.0030
14. H 0.2225
15. H 0.2889
16. H 0.2281
17. H 0.4180
18. H 0.2137
19. H 0.4041
20. H 0.4093
21. H 0.4057
22. H 0.1887
23. H 0.2067